Here is a cluster of 20 separate species, C26H13BCl76FN2O4 in total at a distorted geometry from OMol25. Energies are from ωB97M-V/def2-TZVPD.

Results
Strongest force on any atom   0.0284 hartree/bohr
Spin multiplicity   1
E_HOMO   -11.880 eV
Total charge   +1
Frontier orbital gap   8.199 eV

Last column: Löwdin charge in e.
Geometry (Å):
Cl: 3.9607 -3.5680 -15.6365  0.525
C: 8.4678 7.3263 0.5289  -2.062
Cl: -4.6105 -2.0734 5.8432  0.531
H: 3.8937 -4.5622 -2.1119  -0.029
Cl: 8.3782 5.6201 0.9877  0.493
F: -0.7372 -3.5897 -4.4788  0.056
Cl: 7.4721 -1.4871 -8.7510  0.503
C: 1.6102 -0.9177 -1.4317  -0.055
C: 10.5485 -3.1365 2.3895  -2.064
C: -5.3741 -0.6041 5.2304  -2.048
Cl: 3.5140 1.7108 -6.4762  0.511
C: 1.0011 -2.1719 -8.1056  -1.998
Cl: 8.8614 -3.1792 2.9150  0.508
H: 3.2493 -3.9680 -4.2164  0.118
H: -0.6540 0.4933 -3.6148  0.148
Cl: -0.2803 -6.4240 -0.3549  0.494
Cl: 7.4237 2.2625 -4.0656  0.479
Cl: 2.4165 1.6956 2.2711  0.532
Cl: -10.2079 3.4685 13.5012  0.540
C: 8.5589 2.8963 -2.8638  -2.044
Cl: -6.7576 -0.1864 6.2304  0.520
B: 2.9219 -2.7340 -2.8086  -0.492
Cl: -2.2528 -3.6934 0.4664  0.503
C: -0.9918 -3.7294 -3.1886  -0.501
C: 6.3478 -1.5147 -10.1095  -2.039
C: -9.6306 3.8745 11.8836  -2.045
C: 0.3330 0.3131 -3.2119  -0.024
Cl: 9.2171 7.4786 -1.0616  0.518
Cl: 11.3135 -1.6613 2.9780  0.533
Cl: -14.5837 2.8421 8.4737  0.529
Cl: -1.3816 -8.8124 0.8187  0.548
Cl: -4.5380 -3.9214 -1.2902  0.578
C: -3.9988 -4.0640 0.3815  -2.000
O: 2.5047 -0.4375 -3.7215  -0.077
Cl: -8.4037 5.1362 11.9858  0.502
N: -0.1739 -2.9438 -2.3120  0.198
C: -8.5344 3.7473 6.8662  -2.026
C: 2.6812 -1.1749 -2.5191  -0.194
Cl: -6.5808 -6.8002 4.2266  0.520
Cl: 1.9307 -3.4932 -8.8127  0.538
Cl: -10.6722 13.5705 14.0870  0.532
H: 0.8239 -1.4522 -4.3652  0.070
Cl: -8.2834 12.1483 13.3236  0.517
Cl: -8.0039 -9.2327 3.6134  0.542
H: 3.9672 -3.2854 -0.9355  0.017
Cl: 10.0831 3.2954 -3.6526  0.549
C: -0.7172 -1.6370 -2.1323  -0.369
Cl: 2.7582 4.4017 -5.7779  0.534
Cl: -14.8357 5.5536 9.4214  0.527
Cl: -8.9411 2.4353 11.1258  0.514
Cl: -5.9091 -0.8745 3.5657  0.492
Cl: 4.3936 3.0610 0.6740  0.549
Cl: -5.5072 -8.6516 2.2955  0.496
Cl: -8.7972 10.2483 9.6508  0.530
H: -0.2972 -3.4446 -1.4286  0.103
Cl: 11.3998 -4.5419 3.0271  0.538
Cl: 6.3765 -7.5174 -0.7491  0.564
C: 6.3947 -5.7636 -0.9082  -1.992
O: 2.7989 -3.1241 -4.0970  0.174
Cl: 6.6480 -4.3378 -14.9253  0.516
Cl: -10.9721 4.4792 10.9057  0.491
C: -9.9014 12.6323 12.8059  -2.051
Cl: -11.0849 8.6255 10.3407  0.514
C: 3.3176 -3.7526 -1.6713  -0.082
Cl: -9.5442 2.4440 7.4973  0.513
C: 2.5444 3.1068 -6.9578  -2.050
O: -1.8371 -4.4547 -2.7997  0.158
Cl: 7.9931 -0.5982 -4.9434  0.486
N: 0.2559 -0.5083 -1.9544  0.038
C: 1.1966 -0.4463 -4.1895  -0.221
Cl: 5.1592 -5.0614 0.1467  0.600
Cl: -8.6528 7.3737 9.4462  0.453
Cl: 8.8384 1.6667 -1.6261  0.524
C: -0.4213 -7.3723 1.1414  -2.045
Cl: 1.1884 -7.8406 1.6862  0.541
Cl: 0.2535 -2.7073 -6.5949  0.627
Cl: -9.7794 13.6192 11.3460  0.520
Cl: -4.8731 -2.9210 1.3971  0.520
Cl: -7.8628 -7.1138 1.6632  0.521
Cl: -9.4077 4.6062 5.5956  0.539
Cl: -4.2771 -5.7012 0.9562  0.518
C: 4.0233 1.5783 1.5447  -2.040
Cl: -8.7507 8.6455 12.0455  0.499
H: 2.4265 -4.1473 -1.1921  0.066
C: 5.6218 -2.9983 -15.4532  -2.060
Cl: 6.8542 -2.7076 -11.3000  0.523
Cl: 4.0332 0.2140 0.3976  0.571
H: 0.8588 1.2378 -3.0091  0.158
Cl: 3.0518 3.6605 -8.5478  0.557
Cl: 7.1296 -3.1430 -5.9765  0.497
H: 1.1252 0.0604 -5.1436  0.085
Cl: 6.0604 -5.3128 -2.5854  0.554
Cl: 2.0816 -0.8227 -7.7354  0.494
C: -6.9935 -7.9507 2.9519  -2.065
Cl: -8.1429 4.8734 8.1705  0.478
Cl: 7.8803 4.3410 -2.1173  0.501
Cl: -15.0151 4.9902 6.5980  0.531
Cl: 8.2105 -2.9662 -3.3156  0.493
Cl: -12.4858 4.7490 7.9627  0.480
Cl: 9.9443 -2.6241 -5.5965  0.554
Cl: 5.6746 -1.7157 -14.2426  0.491
Cl: -4.2058 0.7236 5.2598  0.518
H: 3.6190 -0.8105 -2.1066  0.125
Cl: 4.7518 -1.9281 -9.4732  0.481
Cl: 6.2823 0.0820 -10.8669  0.530
Cl: -7.0467 3.0622 6.2063  0.501
Cl: 0.8326 2.6450 -7.0159  0.513
H: -0.1760 0.0821 -1.2425  0.199
Cl: 7.9780 -5.1354 -0.4565  0.518
Cl: -10.8661 11.1947 12.4628  0.496
Cl: 10.6090 -3.1642 0.6220  0.498
H: 1.9691 -0.1612 -0.7368  0.057
C: 8.3275 -2.3333 -4.9585  -2.039
C: -14.2321 4.5339 8.1126  -2.058
Cl: 6.8360 8.0023 0.4765  0.520
O: -1.8699 -1.3626 -2.1196  0.227
Cl: 6.2079 -2.3811 -16.9978  0.533
Cl: 9.4313 8.2028 1.7168  0.537
C: -9.3195 8.7261 10.3756  -2.022
H: 1.4743 -1.8230 -0.8514  0.127
Cl: -0.2419 -1.6404 -9.2383  0.559
Cl: 5.2248 1.2932 2.7910  0.565
Cl: -1.2103 -6.4048 2.3885  0.511

Here is a structure of composition C29H22N6O2ScSe from OMol25. Energies are from ωB97M-V/def2-TZVPD.

Results
Strongest force on any atom   0.0135 hartree/bohr
Spin multiplicity   1
E_HOMO (alpha / beta)   -5.084 / -4.150 eV
ΔE to the lowest compared entry with this formula, charge and spin   25.20 kcal/mol
Total charge   -1
Frontier orbital gap (alpha / beta)   6.350 / 5.363 eV

Last column: Löwdin charge in e.
Geometry (Å):
C: -1.1877 -0.7429 -2.7580  -0.637
H: 0.0392 -0.5112 -4.4824  0.149
C: -2.4501 5.4422 -0.5730  -0.026
N: -1.0822 -0.2220 1.2128  -0.010
H: -3.2405 5.9805 -1.0784  0.116
H: 5.3442 -4.0430 3.1046  0.096
N: -1.4334 -0.0142 -1.5013  0.069
H: -1.6764 2.7007 2.6929  0.100
C: -1.2455 1.2641 -1.3715  -0.210
C: -1.3732 3.3533 0.0115  -0.188
H: 0.4652 -4.6286 2.5960  0.118
C: -1.3887 0.6110 3.3072  -0.078
C: 1.4399 -2.8375 0.8868  -0.416
C: -1.1320 -0.5295 2.5045  -0.142
C: -0.8139 2.0396 -2.5526  -0.001
C: -3.6153 -3.1809 0.9884  -0.922
Sc: -0.9627 -1.8125 -0.3936  0.985
H: -3.2737 -1.0941 -3.0589  0.088
C: -1.4698 1.6727 2.4441  -0.042
C: -0.2114 1.3894 -3.5471  -0.029
H: -2.2775 -1.3571 -4.4966  0.086
N: 2.1095 -1.9854 0.1332  0.076
H: -0.9028 3.1166 -2.5586  0.104
C: 4.2748 -4.1764 2.9960  -0.092
C: -1.2913 1.1490 1.1175  -0.232
C: 3.5984 -5.0721 3.8167  -0.101
C: -1.5636 7.5763 0.2463  -0.194
C: -1.3101 1.8772 -0.0743  -0.067
C: 2.2286 -5.2370 3.6746  -0.084
H: 3.9240 -1.7000 -1.6932  0.075
C: 1.9789 -0.7666 -1.7727  -0.300
C: -1.4970 6.1394 0.1653  -0.244
C: -2.3832 4.0625 -0.6425  -0.022
H: 0.3693 3.5317 1.2415  0.126
H: -3.1331 3.5183 -1.2034  0.127
N: 1.2932 -1.3707 -0.7480  0.012
C: 0.0144 -0.1078 -3.4629  -0.221
C: 1.4041 -0.2828 -2.9107  0.024
H: 4.0965 -2.7485 1.3959  0.105
C: 3.4815 -0.7040 -1.6599  -0.062
H: 3.8890 -0.1049 -2.4735  0.067
H: 1.6952 -5.9307 4.3124  0.100
H: 0.1933 1.9384 -4.3902  0.111
H: -1.0077 -1.5554 2.8237  0.109
C: 2.2077 -3.6142 1.8939  -0.137
O: -0.9522 -2.0565 -2.3524  -0.227
H: 0.2625 5.9977 1.3901  0.116
C: 1.5335 -4.5114 2.7174  -0.016
H: 2.1361 0.1251 -3.6035  0.106
C: -0.4239 4.0725 0.7421  -0.018
O: 0.1830 -3.0724 0.7762  -0.120
H: 3.7836 -0.2680 -0.7079  0.073
H: -2.6786 0.3003 -3.9835  0.079
C: -0.4806 5.4515 0.8249  -0.023
N: -1.6166 8.7234 0.3100  0.136
H: 4.1395 -5.6385 4.5649  0.095
C: -2.4351 -0.7059 -3.6354  -0.002
C: 3.5853 -3.4504 2.0401  -0.031
Se: -4.8119 -3.9276 2.1198  0.382
H: -1.5008 0.6245 4.3795  0.088
N: -2.8477 -2.6975 0.2553  -0.022

Here is a cluster of 2 separate species, C5H8O3 in total at a distorted geometry from OMol25. Energies are from ωB97M-V/def2-TZVPD.

Results
Strongest force on any atom   0.1572 hartree/bohr
Spin multiplicity   1
E_HOMO   -9.977 eV
ΔE to the lowest compared entry with this formula, charge and spin   163.53 kcal/mol
Total charge   0
Frontier orbital gap   10.343 eV

Last column: Löwdin charge in e.
Geometry (Å):
C: -0.6520 1.0143 1.0399  -0.106
O: -0.2883 -1.1725 -1.9268  -0.069
H: -1.2988 0.6433 2.0608  0.174
H: -0.9995 2.1504 0.6502  0.182
O: 1.7653 0.9468 1.6187  0.128
C: 0.8201 0.6437 0.9787  -0.451
H: -0.2865 -1.6512 0.3740  0.207
O: 2.4499 -0.6032 -0.7622  -0.148
C: 1.0443 -0.0042 -0.3124  -0.291
H: 2.8220 -0.8676 0.5763  0.303
C: -1.1681 0.1619 -0.1709  -0.212
H: -1.3327 -1.5532 -2.1942  0.227
H: -1.9668 -0.4342 0.6320  0.154
C: -0.1251 -0.8618 -0.5562  -0.429
H: 0.9480 0.9226 -1.0228  0.212
H: -1.7317 0.6647 -0.9851  0.121

Here is an isolated molecule of C4H9NO2 at a distorted geometry from OMol25. Energies are from ωB97M-V/def2-TZVPD.

Results
Strongest force on any atom   0.0689 hartree/bohr
Spin multiplicity   1
E_HOMO   -9.466 eV
ΔE to the lowest compared entry with this formula, charge and spin   50.15 kcal/mol
Total charge   0
Frontier orbital gap   10.122 eV

Last column: Löwdin charge in e.
Geometry (Å):
C: 0.2912 -0.7394 0.3304  -0.334
C: -0.0716 0.8623 -1.7482  -0.039
O: -1.0360 1.2279 0.4963  -0.069
H: 0.0254 1.9230 -2.0760  0.094
H: 0.8672 1.4020 0.1339  0.131
O: 2.0765 -0.2456 1.8502  0.048
H: -0.7934 1.5106 1.3810  0.090
N: -0.9627 -1.4416 0.3160  0.047
H: 0.7568 -1.6531 2.3151  0.123
H: 0.9622 -1.1349 -0.4846  0.159
H: 0.7551 0.4586 -2.3091  0.073
H: -0.9899 0.4438 -2.1377  0.076
H: -1.5535 -1.2745 -0.4997  0.084
C: 0.1105 0.7279 -0.2443  -0.349
C: 1.0958 -0.9158 1.5828  -0.206
H: -1.5337 -1.1512 1.0939  0.072

Question: Which of these has the highest total charge?
Answer: C26H13BCl76FN2O4

Please write out number 3 again, unchanged.
Here is a cluster of 2 separate species, C5H8O3 in total at a distorted geometry from OMol25. Energies are from ωB97M-V/def2-TZVPD.

Results
Strongest force on any atom   0.1572 hartree/bohr
Spin multiplicity   1
E_HOMO   -9.977 eV
ΔE to the lowest compared entry with this formula, charge and spin   163.53 kcal/mol
Total charge   0
Frontier orbital gap   10.343 eV

Last column: Löwdin charge in e.
Geometry (Å):
C: -0.6520 1.0143 1.0399  -0.106
O: -0.2883 -1.1725 -1.9268  -0.069
H: -1.2988 0.6433 2.0608  0.174
H: -0.9995 2.1504 0.6502  0.182
O: 1.7653 0.9468 1.6187  0.128
C: 0.8201 0.6437 0.9787  -0.451
H: -0.2865 -1.6512 0.3740  0.207
O: 2.4499 -0.6032 -0.7622  -0.148
C: 1.0443 -0.0042 -0.3124  -0.291
H: 2.8220 -0.8676 0.5763  0.303
C: -1.1681 0.1619 -0.1709  -0.212
H: -1.3327 -1.5532 -2.1942  0.227
H: -1.9668 -0.4342 0.6320  0.154
C: -0.1251 -0.8618 -0.5562  -0.429
H: 0.9480 0.9226 -1.0228  0.212
H: -1.7317 0.6647 -0.9851  0.121

Question: What is the strongest force on any atom in the second record?
Answer: 0.0135 hartree/bohr

Question: What is the formula in the second record?
Answer: C29H22N6O2ScSe